Model w:
23
Properties=species:S:1:pos:R:3 method="wB97M-V/def2-TZVPD" e_homo_ev=-12.00 orbital_gap_ha=0.295 lumo_ev=-3.973 spin_multiplicity=1 total_charge=+1
C -1.491 1.639 1.135
C -1.280 0.915 -0.170
N 0.201 1.400 -0.766
C 1.145 0.639 -0.397
N 2.472 0.846 -0.601
C 3.192 -0.132 0.045
C 2.382 -1.030 0.651
C 1.034 -0.633 0.371
C -0.170 -1.173 0.593
N -1.362 -0.560 -0.016
C -1.657 -1.239 -1.298
H -0.801 1.284 1.899
H -2.514 1.513 1.487
H -1.312 2.701 0.984
H -1.961 1.245 -0.951
H 2.851 1.652 -1.070
H 4.266 -0.120 0.019
H 2.679 -1.894 1.206
H -0.346 -2.100 1.112
H -2.150 -0.731 0.620
H -0.876 -0.997 -2.018
H -1.683 -2.317 -1.151
H -2.618 -0.906 -1.686

=====

Model x:
23
Properties=species:S:1:pos:R:3 method="wB97M-V/def2-TZVPD" e_homo_ev=-11.78 orbital_gap_ha=0.282 lumo_ev=-4.115 spin_multiplicity=1 total_charge=+1
C 0.707 -2.215 0.198
C 0.865 -2.846 -1.014
C 1.327 -0.757 -2.138
C 0.987 -0.090 -0.985
C 0.655 -0.821 0.132
C 0.799 1.383 -0.755
C -0.372 0.185 2.394
C -1.400 1.603 0.069
N 1.272 -2.140 -2.101
N 0.326 0.727 1.317
N -0.039 1.538 0.375
H 0.632 -2.721 1.118
H 0.728 -3.916 -1.031
H 1.622 -0.287 -3.008
H 1.837 1.600 -0.504
H 0.432 1.853 -1.651
H -1.321 -0.067 2.141
H 0.122 -0.710 2.602
H -0.292 0.769 3.237
H -1.753 2.587 -0.287
H -1.826 0.855 -0.574
H -1.939 1.566 1.059
H 1.368 -2.700 -3.055

=====

Verdict on stability: model w comes out on top.